{"formula": "C18H35NO9", "method": "ωB97M-V/def2-TZVPD", "relative_energy_kcal_mol": 0.0, "smiles": "CCNC1=CC(=O)OC1=O.COCCOCCOC.COCCOCCOC", "total_energy_ha": -1438.6519, "lumo_ha": -0.0158, "largest_force_ev_per_a": 1.166, "elements": ["C", "C", "N", "C", "C", "C", "O", "O", "C", "O", "H", "H", "H", "H", "H", "H", "H", "C", "O", "C", "C", "O", "C", "C", "O", "C", "H", "H", "H", "H", "H", "H", "H", "H", "H", "H", "H", "H", "H", "H", "C", "O", "C", "C", "O", "C", "C", "O", "C", "H", "H", "H", "H", "H", "H", "H", "H", "H", "H", "H", "H", "H", "H"], "coordinates": [[5.0174, -1.1944, -2.4506], [3.9771, -0.0855, -2.2680], [2.9533, -0.3864, -1.2526], [1.7606, -0.9456, -1.6080], [0.7340, -1.3020, -0.8184], [-0.3353, -1.8417, -1.6437], [-1.3410, -2.4105, -1.3728], [0.0156, -1.6304, -2.9925], [1.3390, -1.3050, -3.0227], [1.9920, -1.3875, -4.0151], [4.8795, -1.7161, -3.3971], [4.9461, -1.9384, -1.6529], [6.0307, -0.7944, -2.4306], [4.4582, 0.8425, -1.9589], [3.4745, 0.1156, -3.2083], [3.3587, -0.9326, -0.4977], [0.6583, -1.2055, 0.2522], [6.4929, -1.1004, 5.3632], [5.5675, -0.2067, 4.7905], [5.9262, 0.2104, 3.4890], [4.7069, 0.5944, 2.6831], [3.9352, -0.5092, 2.2341], [3.1035, -1.1665, 3.1781], [1.8519, -0.4012, 3.5434], [2.1435, 0.6664, 4.4197], [1.1748, 1.6889, 4.3845], [7.4639, -0.6231, 5.5405], [6.0823, -1.4244, 6.3174], [6.6478, -1.9773, 4.7238], [6.4673, -0.5891, 2.9671], [6.5879, 1.0864, 3.5478], [5.0650, 1.0753, 1.7697], [4.0948, 1.3127, 3.2320], [3.6581, -1.4439, 4.0767], [2.7822, -2.0830, 2.6769], [1.1505, -1.0985, 4.0238], [1.3794, -0.0221, 2.6269], [1.0344, 2.0690, 3.3659], [1.5331, 2.4967, 5.0192], [0.2061, 1.3435, 4.7639], [-3.3347, -1.0104, -3.6825], [-4.5319, -0.6885, -3.0094], [-4.3716, -0.6162, -1.6061], [-5.3838, 0.3221, -0.9913], [-5.1045, 1.6967, -1.2105], [-5.4506, 2.2342, -2.4749], [-6.9206, 2.5516, -2.6295], [-7.6801, 1.3751, -2.8257], [-9.0304, 1.5232, -2.4595], [-2.9874, -2.0187, -3.4388], [-3.5370, -0.9477, -4.7505], [-2.5385, -0.2995, -3.4314], [-3.3602, -0.2733, -1.3551], [-4.5045, -1.6127, -1.1627], [-5.3256, 0.1924, 0.0920], [-6.3935, 0.0627, -1.3169], [-5.1127, 1.5916, -3.2908], [-4.9126, 3.1834, -2.5347], [-7.0407, 3.2197, -3.4949], [-7.2700, 3.0855, -1.7364], [-9.1271, 1.8612, -1.4211], [-9.5038, 0.5484, -2.5608], [-9.5518, 2.2383, -3.1076]], "forces_ev_per_a": [[0.0, -0.1, 0.0], [0.0, 0.2, 0.0], [0.3, -1.0, -0.5], [-0.2, 0.3, -0.2], [0.1, 0.0, 0.2], [0.1, 0.0, -0.1], [-0.3, 0.1, 0.2], [0.2, -0.4, 0.0], [-0.1, 0.1, -0.1], [0.1, 0.2, 0.0], [-0.1, 0.0, 0.0], [0.0, 0.0, 0.0], [0.0, 0.0, 0.0], [0.0, 0.0, 0.1], [0.0, 0.1, 0.0], [0.0, 0.6, 0.5], [0.0, -0.1, 0.0], [0.1, 0.1, 0.1], [-0.1, -0.1, -0.1], [0.1, 0.0, 0.0], [0.0, 0.1, 0.0], [0.0, -0.1, -0.2], [-0.1, -0.1, 0.0], [-0.1, 0.0, 0.0], [0.1, 0.1, -0.1], [-0.1, 0.0, 0.1], [0.0, 0.0, 0.0], [0.0, 0.0, 0.0], [0.0, 0.0, 0.0], [0.0, 0.0, 0.0], [0.1, 0.0, 0.0], [0.0, 0.0, 0.0], [0.0, -0.1, 0.1], [0.0, 0.1, 0.0], [0.0, 0.0, 0.0], [-0.1, 0.0, 0.0], [0.0, 0.0, 0.0], [0.0, 0.0, 0.0], [0.0, 0.0, 0.0], [0.0, 0.0, 0.0], [0.0, -0.1, -0.1], [0.0, 0.2, 0.0], [0.0, -0.1, 0.0], [0.0, -0.1, 0.0], [0.0, 0.0, 0.0], [0.0, 0.1, -0.1], [0.0, 0.1, -0.1], [0.1, -0.1, 0.2], [0.0, 0.0, -0.1], [0.0, 0.0, 0.0], [0.0, 0.0, 0.0], [0.0, 0.0, 0.0], [0.0, 0.0, 0.0], [0.1, 0.0, 0.0], [-0.1, 0.0, 0.0], [0.0, 0.0, -0.1], [-0.1, 0.0, 0.0], [0.0, 0.0, 0.0], [0.0, 0.0, 0.0], [0.0, 0.0, 0.0], [0.0, 0.0, 0.0], [0.0, 0.0, 0.0], [0.0, 0.0, 0.0]]}